Record 1
Formula: C11H14BCrN7O
Source: the Open Molecules 2025 dataset
Level of theory: ωB97M-V/def2-TZVPD

XYZ file:
```
35
C11H14BCrN7O (ωB97M-V/def2-TZVPD)
C 3.23 0.30 0.71
N 1.91 0.30 0.31
N 1.93 0.11 -1.07
C 3.19 -0.06 -1.48
C 4.05 0.05 -0.39
B 0.61 0.16 -1.92
N -0.44 -0.97 -1.64
N -1.10 -1.07 -0.42
C -2.01 -2.09 -0.55
C -1.88 -2.67 -1.82
C -0.89 -1.93 -2.47
Cr -0.02 0.08 1.02
N -0.09 1.52 -1.60
N -0.49 1.70 -0.28
C -1.06 2.93 -0.22
C -1.03 3.52 -1.49
C -0.41 2.60 -2.32
H -1.47 3.32 0.71
H -0.16 2.63 -3.38
H -1.40 4.49 -1.77
H 0.91 0.12 -3.06
H -0.46 -2.01 -3.45
H 3.38 -0.25 -2.53
H -2.41 -3.50 -2.24
H 5.13 -0.06 -0.43
H -2.69 -2.39 0.25
H 3.54 0.45 1.75
H -1.82 -0.71 2.69
C -2.02 -1.49 3.45
H -2.86 -2.09 3.11
H -1.12 -2.10 3.56
H -2.24 -0.99 4.40
O 0.02 0.01 5.37
C 0.09 0.06 4.17
N 0.08 0.06 3.02
```

Properties
⟨S²⟩: 6.116
Largest force on an atom in eV Å⁻¹: 10.64
Total energy in eV: -53192.42198
Net charge: +2
Multiplicity: 5

Here are the natural (NBO) charges for atoms 1 to 2, given in e: number 1, C, carries 0.048; number 2, N, carries -0.399

***

Record 2
Formula: C11H14BN2O7S
Source: the Open Molecules 2025 dataset
Level of theory: ωB97M-V/def2-TZVPD

XYZ file:
```
36
C11H14BN2O7S (ωB97M-V/def2-TZVPD)
O 7.26 0.14 -0.11
C 6.69 1.24 -0.66
O 7.41 2.52 -0.59
C 5.19 1.01 -1.32
C 5.09 -0.14 -2.52
C 3.60 -0.42 -3.15
N 2.38 0.35 -2.65
N 1.15 -0.01 -3.24
C 0.71 -1.08 -2.44
S -0.04 -1.91 -1.12
C 2.40 1.43 -1.58
B 1.06 2.25 -1.03
O 1.04 2.97 0.29
O -0.24 2.30 -1.78
C 3.84 1.81 -0.86
H 6.81 3.28 -0.84
H 5.99 -0.78 -2.91
H 3.52 -1.23 -3.99
H 1.94 3.37 0.48
H -0.10 2.64 -2.71
H 3.94 2.64 -0.03
C -5.48 -2.06 4.31
C -5.94 -2.55 2.95
O -5.74 -1.55 1.95
C -4.47 -1.43 1.49
O -3.51 -2.10 1.86
O -4.44 -0.43 0.58
C -3.13 -0.13 0.09
H -5.95 -1.10 4.56
H -5.72 -2.78 5.09
H -4.39 -1.89 4.32
H -7.02 -2.75 2.99
H -5.45 -3.49 2.68
H -2.64 -1.03 -0.29
H -2.53 0.33 0.88
H -3.23 0.58 -0.73
```

Properties
Largest force on an atom in eV Å⁻¹: 9.56
Total energy in eV: -40441.64356
Net charge: +1

Here are the natural (NBO) charges for atoms 1 to 2, given in e: number 1, O, carries -0.484; number 2, C, carries 0.710

***

Record 3
Formula: C11H14BN7SZr
Source: the Open Molecules 2025 dataset
Level of theory: ωB97M-V/def2-TZVPD

XYZ file:
```
35
C11H14BN7SZr (ωB97M-V/def2-TZVPD)
H 1.25 3.63 1.27
N 1.05 1.99 -0.07
B 0.54 0.48 -2.12
N 0.95 1.86 -1.46
C 0.99 3.09 -1.96
Zr 0.98 0.30 0.97
H 0.90 3.20 -3.03
C 1.15 4.03 -0.94
H 1.21 5.10 -1.06
C 1.17 3.31 0.25
H 0.53 0.61 -3.31
C -2.09 -2.14 3.93
H -1.07 -2.53 4.08
H -2.34 -2.34 2.86
H -2.83 -2.67 4.60
N -0.83 0.08 -1.55
N 1.56 -0.65 -1.72
N -1.04 -0.08 -0.18
N 1.77 -1.05 -0.40
C -1.98 -0.13 -2.21
C 2.18 -1.53 -2.52
H -1.98 -0.02 -3.28
H 2.15 -1.41 -3.59
C -2.97 -0.40 -1.29
C 2.84 -2.48 -1.74
C -2.34 -0.45 -0.04
C 2.53 -2.19 -0.41
H -4.00 -0.64 -1.53
H 3.42 -3.31 -2.10
H -2.80 -0.60 0.93
H 2.81 -2.70 0.50
H -1.90 -0.73 5.45
S -2.03 -0.29 4.14
C -0.41 0.14 4.00
N 0.62 0.53 3.56
```

Properties
Largest force on an atom in eV Å⁻¹: 5.38
Energy above the lowest of the compared OMol25 structures with the same formula, charge and spin in kJ/mol: 0.0
Net charge: +2

Here are the natural (NBO) charges for atoms 1 to 2, given in e: number 1, H, carries 0.250; number 2, N, carries -0.546

***

Record 4
Formula: C11H14BeCl2F3KLiO7S
Source: the Open Molecules 2025 dataset
Level of theory: ωB97M-V/def2-TZVPD

XYZ file:
```
41
C11H14BeCl2F3KLiO7S (ωB97M-V/def2-TZVPD)
C -0.48 -2.52 0.34
C -0.95 -1.59 -0.77
C 0.25 -1.13 -1.61
Cl 1.04 0.22 -0.62
O 1.10 -2.27 -1.83
S 2.48 -1.94 -2.56
O 2.96 -3.10 -3.21
O 3.50 -1.72 -1.20
C 4.61 -0.86 -1.44
C 4.30 0.40 -2.22
F 5.10 -0.42 -0.16
H -1.33 -2.69 1.00
H 0.32 -2.07 0.95
H -0.09 -3.47 -0.03
H -1.80 -2.01 -1.41
H -1.30 -0.67 -0.29
H -0.10 -0.69 -2.55
H 5.46 -1.39 -1.89
H 3.25 0.68 -2.23
H 4.82 1.21 -1.72
H 4.75 0.35 -3.21
F -0.21 2.07 -2.00
Be 0.69 1.99 -3.14
F -0.65 0.23 -4.18
C -1.20 2.26 3.21
C -1.25 1.99 1.90
C -2.50 1.50 1.23
O -2.52 1.28 0.02
C -3.67 1.29 2.05
C -3.63 1.56 3.38
C -2.38 2.08 4.04
O -2.41 2.32 5.22
O -4.66 1.39 4.16
O -0.20 2.12 1.10
H -0.30 2.61 3.69
H -4.57 0.91 1.58
H -4.38 1.65 5.06
H -0.50 1.87 0.21
Cl -3.26 -3.19 -1.00
Li -4.34 1.96 -0.46
K 4.07 -2.23 0.59
```

Properties
Largest force on an atom in eV Å⁻¹: 8.82
Total energy in eV: -86919.75958
Net charge: +1

Here are the Mulliken charges for atoms 1 to 2, given in e: number 1, C, carries -1.202; number 2, C, carries -0.457

***

Record 5
Formula: C11H14CsF6I2NO6
Source: the Open Molecules 2025 dataset
Level of theory: ωB97M-V/def2-TZVPD

XYZ file:
```
41
C11H14CsF6I2NO6 (ωB97M-V/def2-TZVPD)
Cs 0.78 -1.32 -0.05
O -1.79 1.40 2.30
C -2.93 0.74 2.80
C -2.59 -0.59 3.44
N -2.03 -1.54 2.48
C -0.90 -2.25 3.03
C 0.32 -1.34 3.33
O 1.16 -1.81 4.12
O 0.38 -0.24 2.71
C -3.05 -2.43 1.94
C -2.60 -3.24 0.70
O -2.85 -4.46 0.72
O -2.06 -2.60 -0.25
H -1.02 0.78 2.37
H -3.66 0.58 1.99
H -3.42 1.38 3.55
H -3.48 -1.00 3.94
H -1.85 -0.41 4.22
H -0.57 -3.01 2.30
H -1.14 -2.81 3.95
H -3.90 -1.82 1.62
H -3.41 -3.14 2.69
I -2.79 3.14 -2.50
C -3.25 1.99 -0.74
I -2.82 -0.09 -0.82
H -4.31 2.15 -0.57
H -2.66 2.41 0.06
C 3.47 -1.94 -4.24
C 3.84 -1.80 -2.75
O 2.81 -1.81 -1.92
C 4.82 -2.96 -2.40
F 5.94 -3.02 -3.19
F 4.21 -4.15 -2.57
F 5.27 -2.93 -1.14
C 4.62 -0.45 -2.60
F 3.82 0.58 -2.94
F 5.72 -0.34 -3.40
F 5.05 -0.21 -1.35
H 2.93 -2.88 -4.35
H 4.33 -1.93 -4.91
H 2.79 -1.13 -4.49
```

Properties
Largest force on an atom in eV Å⁻¹: 0.16
Energy above the lowest of the compared OMol25 structures with the same formula, charge and spin in kJ/mol: 0.0
Net charge: -2

Here are the Mulliken charges for atoms 1 to 2, given in e: number 1, Cs, carries 1.065; number 2, O, carries -0.514

***

Record 6
Formula: C11H14FN2
Source: the Open Molecules 2025 dataset
Level of theory: ωB97M-V/def2-TZVPD

XYZ file:
```
28
C11H14FN2 (ωB97M-V/def2-TZVPD)
C 0.35 -4.22 1.87
C 1.11 -3.76 0.83
C -0.67 -3.41 2.35
C 0.77 -2.57 0.16
C -1.05 -2.29 1.70
C -0.42 -1.95 0.45
C -1.21 0.31 0.01
C 0.82 3.44 -0.55
C 1.18 2.33 -1.59
C -0.58 3.18 -0.12
C -0.26 2.13 -2.12
N -1.17 2.48 -1.10
N -0.73 -0.82 -0.31
F -1.40 0.42 1.34
H 0.60 -5.17 2.46
H 2.05 -3.99 0.51
H -1.24 -3.80 3.19
H 1.20 -2.43 -0.82
H -1.99 -1.79 2.19
H 1.73 3.49 0.13
H 0.76 4.34 -1.17
H 1.85 2.72 -2.38
H 1.53 1.37 -1.25
H -0.68 2.73 0.84
H -1.14 4.14 0.11
H -0.49 2.82 -2.85
H -0.35 1.20 -2.56
H -0.57 -0.87 -1.35
```

Properties
Largest force on an atom in eV Å⁻¹: 4.95
Energy above the lowest of the compared OMol25 structures with the same formula, charge and spin in kJ/mol: 771.2
Net charge: +1

Here are the natural (NBO) charges for atoms 1 to 2, given in e: number 1, C, carries -0.165; number 2, C, carries -0.190

***

Record 7
Formula: C11H14N2O
Source: the Open Molecules 2025 dataset
Level of theory: ωB97M-V/def2-TZVPD

XYZ file:
```
28
C11H14N2O (ωB97M-V/def2-TZVPD)
C 3.36 1.38 -1.39
C 1.27 0.39 -2.49
C 2.49 0.36 -1.96
C 2.28 -1.78 -2.87
N 1.07 -0.89 -3.04
N 3.19 -1.01 -2.21
H 0.77 1.30 -2.85
H 0.22 -1.25 -3.25
H 3.12 1.51 -0.34
H 3.28 2.45 -1.88
H 2.52 -2.79 -3.08
H 4.36 1.01 -1.66
C -1.00 1.86 3.90
C -1.12 0.31 0.43
C -1.96 -0.80 0.77
C -0.89 1.21 1.56
C -1.45 1.03 2.80
C -2.64 -0.94 1.98
C -2.48 0.00 3.01
O -2.23 -1.55 -0.42
H -0.69 0.56 -0.55
H -0.37 2.22 1.35
H -3.48 -1.71 2.00
H -3.20 -1.50 -0.50
H -0.59 2.91 3.57
H -0.19 1.20 4.31
H -3.14 -0.13 3.94
H -1.76 1.79 4.63
```

Properties
SMILES: Cc1ccc(O)cc1.Cc1c[nH]cn1
Largest force on an atom in eV Å⁻¹: 8.20
Energy above the lowest of the compared OMol25 structures with the same formula, charge and spin in kJ/mol: 425.4

Here are the natural (NBO) charges for atoms 1 to 2, given in e: number 1, C, carries -0.657; number 2, C, carries -0.124

***

Q: What is the largest force on an atom in the third record?
A: 5.38 eV Å⁻¹

***

Copy entry 7 word for word.
Formula: C11H14N2O
Source: the Open Molecules 2025 dataset
Level of theory: ωB97M-V/def2-TZVPD

XYZ file:
```
28
C11H14N2O (ωB97M-V/def2-TZVPD)
C 3.36 1.38 -1.39
C 1.27 0.39 -2.49
C 2.49 0.36 -1.96
C 2.28 -1.78 -2.87
N 1.07 -0.89 -3.04
N 3.19 -1.01 -2.21
H 0.77 1.30 -2.85
H 0.22 -1.25 -3.25
H 3.12 1.51 -0.34
H 3.28 2.45 -1.88
H 2.52 -2.79 -3.08
H 4.36 1.01 -1.66
C -1.00 1.86 3.90
C -1.12 0.31 0.43
C -1.96 -0.80 0.77
C -0.89 1.21 1.56
C -1.45 1.03 2.80
C -2.64 -0.94 1.98
C -2.48 0.00 3.01
O -2.23 -1.55 -0.42
H -0.69 0.56 -0.55
H -0.37 2.22 1.35
H -3.48 -1.71 2.00
H -3.20 -1.50 -0.50
H -0.59 2.91 3.57
H -0.19 1.20 4.31
H -3.14 -0.13 3.94
H -1.76 1.79 4.63
```

Properties
SMILES: Cc1ccc(O)cc1.Cc1c[nH]cn1
Largest force on an atom in eV Å⁻¹: 8.20
Energy above the lowest of the compared OMol25 structures with the same formula, charge and spin in kJ/mol: 425.4

Here are the natural (NBO) charges for atoms 1 to 2, given in e: number 1, C, carries -0.657; number 2, C, carries -0.124